1.
72
Properties=species:S:1:pos:R:3 method="wB97M-V/def2-TZVPD" e_homo_ev=-9.1 orbital_gap_ha=0.3403 spin_multiplicity=1 smiles="C[C@@]1(N(C(=O)F)C(=O)F)C(=O)O[C@H](CN)[C@@H]1CCO.C1CCOC1.C1CCOC1.C1CCOC1" total_energy_ev=-48223.5066
F -2.8128 -3.7027 -4.2646
F -3.6551 -1.0569 -6.4927
O -7.8344 -3.4782 -2.8590
O 6.6253 3.6127 4.4614
O -3.2786 0.4721 -4.9719
O -3.9673 0.7085 -1.9949
O 3.9739 2.2682 1.2735
O -1.6860 -1.9363 -3.6001
O -3.2828 -1.3611 -1.3682
O -0.2286 -1.1510 1.5427
N -3.0477 -3.6621 0.7189
N -3.9025 -1.7147 -4.3783
C 1.1017 -0.7540 1.1916
C -5.1823 -2.4755 -2.3407
C 0.9731 0.1460 -0.0285
C 7.9756 3.6555 3.9911
C 3.1721 3.0471 2.1694
C -1.1733 -0.3488 0.8211
C 7.4973 1.4179 4.5822
C -2.7038 -2.4077 -4.0438
C -5.9231 -0.5598 -3.7854
C 4.9577 3.1093 0.6630
C 8.6584 2.4066 4.5296
C 3.8803 4.3834 2.3336
C -3.5694 -3.7262 -0.6372
C -0.3873 0.7971 0.2040
C 4.5597 4.5434 0.9782
C -3.9511 -0.4762 -2.1486
C 6.3447 2.3175 5.0026
C -4.1847 -2.4514 -1.1481
C -3.5787 -0.6461 -5.2467
C -4.7066 -1.2916 -3.2121
C -6.7668 -4.4085 -2.8960
C -5.3894 -3.7679 -3.0969
H -1.6327 -0.9683 0.0512
H 1.7049 -1.6426 1.0037
H 9.0402 2.5901 5.5364
H 5.4099 5.2237 0.9906
H 3.0582 2.5098 3.1119
H -2.4517 -2.8511 0.8140
H -0.8509 1.1877 -0.7007
H -6.9458 -5.0314 -3.7563
H -1.9528 -0.0077 1.5063
H -4.3733 -4.4489 -0.6303
H 7.9612 3.6587 2.8952
H 7.3104 1.0066 3.5876
H -6.7711 -0.6192 -3.1256
H 2.1803 3.1744 1.7198
H -0.2914 1.6178 0.9196
H 7.6563 0.5883 5.2688
H 3.1984 5.1953 2.5823
H 1.5368 -0.2122 2.0385
H 1.7929 0.8584 -0.1135
H 3.8424 4.9071 0.2383
H 5.3798 1.9734 4.6279
H -6.7871 -5.0689 -2.0361
H -3.8097 -3.5511 1.3704
H 4.9910 2.9026 -0.4074
H -5.2645 -3.6239 -4.1551
H 8.4450 4.5783 4.3333
H -4.7780 -2.1122 -0.2998
H 5.9351 2.8659 1.0953
H 0.9462 -0.4560 -0.9401
H -5.6937 0.4851 -3.9325
H -6.0923 -2.1512 -1.8817
H -2.8108 -4.1259 -1.2965
H -4.6648 -4.5210 -2.8287
H 9.4881 2.0777 3.9062
H -7.9249 -3.1951 -1.9539
H -6.2071 -1.0418 -4.7029
H 4.6328 4.3149 3.1219
H 6.2843 2.4040 6.0927

2.
68
Properties=species:S:1:pos:R:3 method="wB97M-V/def2-TZVPD" e_homo_ev=-8.0 relative_energy_ev=0.000 orbital_gap_ha=0.2796 spin_multiplicity=1 smiles="CCCCN(CCCCPc1ccccc1)C(=S)SCCC.BrCCBr.BrCCBr" total_energy_ev=-336046.0462
Br -1.3764 -2.3473 -3.5645
Br -0.2277 -5.6842 -2.4907
Br -5.5296 2.2980 5.1499
Br -2.8779 1.9888 2.6081
S 4.0160 -1.8394 -0.5978
S 3.2449 -0.9454 -3.3244
P -3.4458 0.9896 -2.3045
N 3.0809 0.8044 -1.2724
C -4.2710 0.6431 -0.6733
C 3.6008 1.5972 1.1443
C -3.5954 2.2223 5.3702
C -0.1505 -4.8449 -4.2475
C 4.0953 1.3392 -0.3238
C 4.7688 2.0648 2.1276
C 0.1742 -3.3785 -4.1381
C -5.8581 0.0897 1.7711
C -4.4221 -0.1143 1.7351
C -5.7205 0.8667 -0.6080
C 5.5817 3.2563 1.4795
C 2.0782 -3.4787 0.5113
C -2.8888 2.9897 4.2833
C 2.9676 -3.3403 -0.8136
C 1.6865 0.9451 -0.8063
C -0.8118 0.8465 -1.2521
C 3.3888 -0.5129 -1.7283
C 0.6044 0.5891 -1.9218
C -3.6347 0.1452 0.5393
C -1.7716 1.7993 -2.0933
C 0.8604 -2.4765 0.3602
C -6.5182 0.6041 0.5804
H -1.1039 -5.0380 -4.7340
H -6.3797 -0.1698 2.7186
H 2.8680 2.4547 1.1601
H -1.8284 2.8412 -1.6746
H -1.8389 3.1353 4.5384
H 4.4664 2.3042 -0.7710
H -3.3210 1.1701 5.3992
H 5.0083 0.6817 -0.2457
H 5.3946 1.2141 2.4866
H 0.8137 1.2419 -2.8034
H 4.9656 3.7645 0.6866
H -2.5454 -0.0589 0.5638
H 0.6390 -5.3734 -4.7810
H -0.6499 1.3552 -0.2582
H -3.3437 3.9553 4.0738
H 0.9083 -1.6440 1.1124
H 1.4456 2.0024 -0.5106
H 5.8072 4.0646 2.2268
H -0.0758 -3.0571 0.5784
H 6.5114 2.8287 1.0257
H 2.3530 -3.3421 -1.7434
H 4.2359 2.5008 3.0208
H 1.4591 0.2495 0.0510
H 0.9735 -3.1683 -3.4307
H 0.6986 -0.4900 -2.2040
H 0.4413 -2.9701 -5.1124
H 3.6115 -4.2634 -0.8445
H 3.0736 0.7333 1.6179
H -1.3361 1.9072 -3.1282
H -7.6197 0.7762 0.6126
H -3.9062 -0.5197 2.6279
H -6.2858 1.2383 -1.4987
H -3.4025 2.6710 6.3443
H 0.8341 -2.0233 -0.6683
H 2.7487 -3.0983 1.3317
H -3.1513 -0.3103 -2.8567
H 1.7895 -4.5350 0.7197
H -1.3072 -0.1454 -1.1307

3.
9
Properties=species:S:1:pos:R:3 method="wB97M-V/def2-TZVPD" e_homo_ev="-4.3 / -4.2" relative_energy_ev=5.315 orbital_gap_ha="0.2061 / 0.2047" charge=-1 spin_multiplicity=1 total_energy_ev=-37826.6084
Cl 0.7941 -0.2227 2.2253
S 0.9313 0.0268 -2.3945
P 0.0896 0.6360 0.4157
O -2.5909 0.7761 1.0171
O 0.8862 1.8797 0.3254
C 0.8716 -0.6726 -0.8216
H 0.3673 -1.6859 -0.8462
H -3.0761 0.2293 0.3313
H 1.7268 -0.9667 -0.2524

4.
120
Properties=species:S:1:pos:R:3 method="wB97M-V/def2-TZVPD" e_homo_ev="-10.8 / -11.4" orbital_gap_ha="0.2913 / 0.3149" s2=2.009 charge=+1 spin_multiplicity=3 total_energy_ev=-54949.0479
F 0.1703 -1.9227 -3.0496
O -1.4790 -1.5465 3.8230
O -1.9178 -5.1663 1.1028
O 3.3259 4.5728 -4.5543
O -2.4206 -0.5901 1.9480
N 2.1445 4.4492 -5.2048
N 2.7026 -1.2577 -0.4114
N -2.7889 -5.8375 0.3137
C 1.5325 -0.8508 -1.2537
C -1.5617 -7.8696 1.1921
C -0.1029 -1.9889 3.9196
C 0.6956 -2.1563 -1.7511
C -1.3471 3.6905 6.2334
C -0.8524 2.9437 4.9067
C -0.3557 3.1985 7.4212
C -1.6229 -0.4888 2.8880
C -3.5236 -8.1536 -0.2284
C 1.8233 5.1896 2.4157
C 1.8037 1.5852 -5.8443
C -2.9303 -7.2224 0.8595
C -3.7272 -3.5290 -0.0737
C -3.8077 -7.2757 2.1283
C 0.4328 -2.6208 2.5269
C 2.4355 3.9594 -6.5874
C -4.0310 -5.0162 0.2276
C 0.8254 5.3184 3.6592
C 1.7242 3.8086 1.6162
C 1.3591 -1.5294 1.8100
C 3.8264 2.3577 0.7845
C 1.6264 2.1063 -4.4229
C -4.8806 -5.4633 -0.9838
C -5.1243 -6.5174 1.9912
C -0.7206 5.1171 3.3080
C 2.8391 2.7189 2.0263
C -4.8833 -5.0911 1.5104
C -1.2918 3.6391 3.5366
C 2.9902 1.3517 -0.1869
C -0.2188 3.7846 -4.7940
C 1.2200 4.2403 -7.5076
C 1.2533 3.5996 -4.3615
C 3.5941 4.7398 -7.2589
C 3.5323 -0.1162 0.1368
C 2.7829 2.4562 -6.6258
C 1.2480 4.0427 -2.8759
C 2.3632 -2.1756 0.7377
H -0.8525 5.3714 2.1983
H -4.2733 -5.5196 -1.8921
H 1.5257 4.3608 -8.5504
H 0.7626 -0.2102 -0.7046
H -1.6912 -8.9112 1.4972
H 1.0897 -3.5355 2.7231
H 0.8383 1.5382 -6.3548
H 1.6953 6.0511 1.6848
H 2.0364 -3.2256 0.4009
H 2.1780 0.5572 -5.8113
H -5.3749 -6.4232 -0.8458
H -3.1862 -7.8647 -1.2277
H 4.5768 -0.1848 -0.3424
H -4.0201 -8.3172 2.3919
H -0.9581 0.4444 3.0165
H 0.5000 3.4840 -2.3043
H -5.8002 -7.0399 1.3089
H 1.8987 -0.3588 -2.2232
H -3.1059 -3.4250 -0.9695
H -3.2201 -3.0275 0.7551
H 0.7014 -0.6965 1.4017
H 1.8934 1.5197 0.1135
H -0.1828 -2.2577 -1.0138
H 1.2883 -3.1252 -1.6464
H 4.5570 4.5671 -6.7718
H -0.4393 -2.8884 1.8282
H 4.7124 1.8142 1.2619
H -2.4397 3.7432 3.5833
H -1.0871 2.9074 2.6868
H 1.0057 5.1055 -2.7821
H 3.2128 1.6641 -1.2558
H -3.2101 -9.1910 -0.0829
H 3.4025 2.9615 2.9818
H 0.8614 1.5076 -3.9145
H 2.8877 5.2710 2.8505
H -2.3751 3.2728 6.5032
H 0.9333 6.4001 4.0427
H 2.2593 1.7384 2.2214
H -5.6870 -4.7505 -1.1786
H 2.5608 1.9328 -3.8716
H -1.2892 1.8758 4.9292
H 2.2060 3.8651 -2.3781
H 0.4903 3.4301 -7.5142
H -0.6442 3.6628 8.4164
H -0.4610 3.3163 -5.7461
H -1.0505 -7.3727 2.0206
H -4.6133 -8.1796 -0.2230
H -0.4270 2.0609 7.5625
H -0.8991 3.3286 -4.0683
H -1.3200 4.8212 6.1273
H -0.4800 4.8448 -4.8588
H 3.3328 -1.8039 -1.0344
H 0.2895 2.7867 4.9282
H 4.1119 3.3227 0.2545
H -5.8480 -4.5988 1.3484
H -4.3925 -4.5324 2.3172
H -3.2569 -6.8536 2.9775
H 2.0209 -1.0608 2.6251
H 0.7028 3.3132 1.6356
H 0.0103 -2.7873 4.7192
H 3.3521 -2.3523 1.3000
H 1.2244 4.6557 4.4909
H 0.7449 3.3959 7.1477
H 1.9307 4.0579 0.5083
H -5.6323 -6.4936 2.9598
H -1.3922 5.8572 3.8749
H 0.5406 -1.0979 4.2428
H 3.7251 -0.1891 1.2654
H 0.7114 5.1658 -7.2243
H -0.8987 -7.8581 0.3218
H 3.7868 2.2975 -6.2138
H 3.7198 4.4254 -8.2983
H 3.3964 5.8154 -7.2586
H 2.8222 2.1077 -7.6630
H -4.6509 -2.9702 -0.2483

5.
7
Properties=species:S:1:pos:R:3 method="wB97M-V/def2-TZVPD" e_homo_ev="-10.7 / -10.7" relative_energy_ev=0.947 orbital_gap_ha="0.3046 / 0.3046" spin_multiplicity=1 total_energy_ev=-149639.8249
Br 1.8889 -1.4864 0.1268
Br 0.8911 1.9855 0.0727
F 0.0156 0.2528 -1.7787
F -0.6508 0.0881 1.6901
O -1.6552 -0.9148 -0.0314
C -0.7830 -0.2496 0.4037
C 0.2934 0.3243 -0.4831

6.
14
Properties=species:S:1:pos:R:3 method="wB97M-V/def2-TZVPD" e_homo_ev=-8.2 relative_energy_ev=5.290 orbital_gap_ha=0.3354 spin_multiplicity=1 total_energy_ev=-8367.9915
O 0.3236 0.5771 -1.1835
O -0.8605 1.0774 0.8062
C 1.1998 0.3947 -0.0373
C -0.2190 -1.5114 0.1258
C 0.2875 -0.4248 0.8634
C -1.0671 1.2240 -0.4578
H 2.0711 -0.1559 -0.4037
H 1.4812 1.3612 0.3753
H -1.7965 0.5612 -0.9518
H -0.9619 -2.1684 0.5673
H 0.5032 -2.0212 -0.5179
H -0.1580 -0.4478 -1.0568
H 0.3283 -0.3272 1.9450
H -1.0892 2.2450 -0.8586

7.
19
Properties=species:S:1:pos:R:3 method="wB97M-V/def2-TZVPD" e_homo_ev="-8.9 / -8.9" relative_energy_ev=0.963 orbital_gap_ha="0.3527 / 0.2558" s2=0.755 spin_multiplicity=2 total_energy_ev=-9924.6572
O 1.5996 1.9874 -0.7323
O 0.8853 -3.7065 0.8005
N -0.7250 1.0427 0.4113
C -2.0105 -0.3094 -1.2950
C 0.4621 0.2392 0.4629
C 1.7484 1.1920 0.3202
C -2.0235 0.5233 -0.0202
H -1.6499 0.1850 -2.2062
H -3.0241 -0.6795 -1.4851
H 0.5421 -0.4026 -0.4177
H 0.2031 -3.0417 0.9161
H 2.5413 0.4200 0.2260
H 1.9099 1.6284 1.3353
H -1.5016 -1.2583 -1.1120
H 0.5937 -0.3346 1.4166
H -2.6473 1.4104 -0.1346
H -0.6210 1.9575 -0.0037
H 1.6965 -3.1881 0.7074
H -2.3912 -0.0848 0.8357

8.
98
Properties=species:S:1:pos:R:3 method="wB97M-V/def2-TZVPD" e_homo_ev=-4.6 orbital_gap_ha=0.2422 charge=-1 spin_multiplicity=1 total_energy_ev=-63454.2649
P 4.4300 -0.7892 -4.6855
F 5.7656 -0.0022 -3.9329
O -5.7887 0.6668 -1.7185
O -3.2249 -3.9243 6.5113
O -0.8646 2.2871 3.3372
O -1.0813 -3.6565 8.5043
O -3.1108 0.9773 -5.2393
O -2.6240 0.0954 -3.2673
O -2.8317 0.6407 4.7780
O 7.9136 4.5992 -1.6447
O 9.0150 2.8149 -3.7107
O 3.4713 -0.4679 -3.2416
O -5.4822 1.9736 0.9006
O 3.1426 -1.7510 -5.4594
C 8.4046 3.6835 -0.6840
C -2.2295 1.0655 5.9866
C 1.0784 -0.5375 -2.5800
C -3.0341 -0.0002 -4.5580
C -1.9598 -4.5584 6.4222
C 2.2840 -2.0817 -4.4012
C 8.8829 4.9740 -2.6086
C -5.4851 0.5681 0.6917
C -4.9518 0.1942 -0.6764
C 2.1472 -0.7509 -3.6548
C -2.0728 -3.3174 9.4567
C -0.1935 0.1634 -3.1275
C 7.8351 2.0092 -3.6032
C -3.1581 -2.5187 6.3244
C -6.7528 2.5655 0.7014
C 1.0525 -2.8830 -4.8282
C -1.3750 -4.8478 7.7899
C 0.0567 1.2150 3.4415
C 0.3677 -3.6329 -3.6604
C -5.2976 1.8570 -2.3223
C -2.1248 1.8951 2.8131
C -1.4548 -0.6977 -2.9904
C 8.7420 4.1878 -3.8981
C -3.1585 1.7153 3.9055
C -3.4508 -1.3551 -5.1055
H -2.9874 1.4740 6.6651
H -0.0750 0.3930 -4.1880
H -4.2178 -1.1803 -5.8511
H 7.3814 1.8603 -4.5836
H -3.9317 0.5664 -0.8055
H -4.9836 2.5911 -1.5768
H -6.6069 3.6412 0.6120
H -3.8861 -1.9703 -4.3152
H -2.0285 0.9780 2.2237
H -1.3655 -1.5130 -3.7081
H 0.8364 -1.4428 -2.0222
H -6.4909 0.1611 0.8351
H 8.7280 6.0372 -2.8234
H -0.4016 0.3284 3.8860
H 9.8939 4.8563 -2.2048
H -1.4538 1.8153 5.8185
H -2.0539 -5.4841 8.3658
H 5.2313 -0.9570 -5.8774
H -0.2044 -4.4619 -4.0855
H -1.9897 -3.9606 10.3399
H -4.0992 -2.0921 6.6688
H 1.5132 0.1494 -1.8504
H 7.1006 2.4536 -2.9310
H -2.6031 -1.8940 -5.5218
H -7.4045 2.3693 1.5606
H 7.5473 3.2551 -0.1673
H 2.8240 -2.7679 -3.7244
H 1.9431 0.0083 -4.4290
H 4.9397 -2.0222 -4.1632
H -4.8327 0.1260 1.4526
H -1.9026 -2.2849 9.7586
H -7.2322 2.1984 -0.2083
H 1.4318 -3.6656 -5.4915
H -4.1183 1.4752 3.4383
H -1.2653 -3.9535 5.8317
H 0.3315 -2.3092 -5.4191
H 8.9727 2.8756 -1.1487
H -3.0793 -3.4015 9.0412
H -3.0319 -2.2758 5.2652
H -2.1081 -5.5075 5.8976
H -0.4320 -5.3881 7.6619
H -2.4610 2.6918 2.1439
H 3.9544 0.4588 -5.2099
H -6.1012 2.2864 -2.9199
H -4.4586 1.6265 -2.9773
H 0.4586 0.9598 2.4556
H 0.8768 1.5435 4.0785
H -0.3438 -2.9965 -3.1449
H 7.7443 4.3308 -4.3244
H -0.3499 1.1165 -2.6241
H 8.1265 1.0394 -3.2097
H -3.2830 2.6446 4.4694
H -2.3416 -2.0745 6.8973
H 1.1072 -4.0468 -2.9791
H -1.7752 0.1935 6.4556
H 9.0370 4.2008 0.0484
H -1.5140 -1.1039 -1.9816
H 9.4759 4.5698 -4.6174
H -4.9235 -0.8975 -0.7527

9.
20
Properties=species:S:1:pos:R:3 method="wB97M-V/def2-TZVPD" e_homo_ev=-8.6 relative_energy_ev=6.545 orbital_gap_ha=0.3252 spin_multiplicity=1 smiles="CC1=CNNc2nc(=O)n([N+](=O)[O-])n21" total_energy_ev=-20359.2703
O -1.3466 -1.4956 -2.0248
O -3.3790 0.1441 1.0709
O -3.2071 -0.4363 -1.6744
N 0.9581 -0.8215 1.9696
N -1.3779 -0.4466 1.8921
N -2.0910 -0.7788 -1.4245
N -1.4844 -0.0916 -0.3381
N -0.1687 -0.4196 -0.0101
N 2.1072 -0.8650 1.1188
C 0.6088 1.4008 -1.5130
C 2.1415 0.0155 0.0377
C -2.2315 -0.0546 0.9301
C 0.9586 0.3028 -0.5062
C -0.1909 -0.5655 1.4001
H -0.2481 1.9029 -1.0473
H 2.9558 -1.0131 1.6294
H 3.0461 0.4214 -0.1272
H 1.0894 -0.3108 2.8263
H 0.3426 1.0123 -2.4281
H 1.5172 2.0992 -1.7809

10.
20
Properties=species:S:1:pos:R:3 method="wB97M-V/def2-TZVPD" e_homo_ev=-13.9 relative_energy_ev=2.999 orbital_gap_ha=0.3826 charge=+1 spin_multiplicity=1 total_energy_ev=-12787.7077
N -0.9496 0.4114 -0.8403
N 0.2520 1.1360 -0.8038
N -2.2557 1.8415 0.4241
N 0.8276 -0.7053 0.1398
N -1.6256 -0.5296 0.8509
C -0.8943 -2.2341 -0.9574
C 2.7799 1.1398 0.3434
C -0.6769 -0.8685 -0.2042
C 1.0527 0.5119 0.0135
C -1.8077 0.7331 0.3039
H 0.1060 -2.4427 -1.2364
H -1.7347 -1.0043 1.7494
H -1.5702 -2.0529 -1.7074
H 3.4011 0.5922 -0.4411
H 1.2412 -1.2300 0.9173
H -2.7403 2.1251 1.2867
H 3.0911 1.0964 1.3504
H -1.3767 -2.8610 -0.1639
H 0.1832 2.1459 -0.9898
H 2.6968 2.1951 -0.0350

11.
29
Properties=species:S:1:pos:R:3 method="wB97M-V/def2-TZVPD" e_homo_ev=-1.2 orbital_gap_ha=0.0902 charge=-1 spin_multiplicity=1 total_energy_ev=-87241.0733
Br 0.0134 -0.5958 0.9434
O 2.5228 2.9366 0.0831
O 1.7643 -4.1856 3.6333
O 1.6336 -4.8683 0.1601
N -2.1162 -0.0966 -0.9161
C -1.0588 0.4919 -0.2541
C 2.1222 1.6237 -0.7028
C 1.7944 -3.8614 2.3544
C 1.3275 3.0618 -0.7859
C -2.8727 0.8843 -1.7520
C -1.0311 1.9872 -0.7071
C -0.1551 3.0711 0.0100
C -2.6298 2.1826 -0.8172
C 1.5951 -5.1956 1.4418
H 2.1388 1.0745 0.2723
H 2.3615 -5.9081 1.8014
H 2.8545 1.3545 -1.5086
H -0.5162 4.1046 -0.2477
H 2.7225 -3.3855 1.9801
H 1.4111 3.6602 -1.7852
H 0.0679 2.8954 1.0939
H -0.7360 1.9685 -1.8165
H -2.4147 -1.0650 -0.8827
H -2.4875 0.9922 -2.8156
H -3.0249 3.1727 -1.1700
H 1.0217 -3.1527 1.9986
H -3.0030 1.8977 0.2175
H 0.6619 -5.6618 1.8126
H -3.9671 0.6168 -1.6411

Number 1: F_max 0.051 hartree/bohr. Number 2: F_max 0.048 hartree/bohr. Number 3: F_max 0.062 hartree/bohr. Number 4: F_max 0.083 hartree/bohr. Number 5: F_max 0.051 hartree/bohr. Number 6: F_max 0.007 hartree/bohr. Number 7: F_max 0.050 hartree/bohr. Number 8: F_max 0.038 hartree/bohr. Number 9: F_max 0.077 hartree/bohr. Number 10: F_max 0.188 hartree/bohr. Number 11: F_max 0.087 hartree/bohr.